Entry i
The following is a DFT calculation (wB97M-V/def2-TZVPD) of the molecule C5H10N2S.

Element x y z (Å)
N 0.7438 -1.1655 -1.9040
C -0.3645 -0.6162 -1.3748
S -1.7290 0.0340 -2.0609
C -0.1801 -0.3845 0.0708
N -0.0278 -1.6803 0.7191
C 0.9797 0.7772 0.2351
C -0.1068 1.6723 1.0436
C -1.3072 0.5660 0.7909
H 0.8857 -1.3597 -2.9431
H 1.5184 -1.6534 -1.4576
H -0.2113 -1.0984 1.7977
H 1.0016 -2.3340 0.7738
H 1.3179 1.1486 -0.8669
H 1.9841 0.4825 0.7441
H -0.4543 2.7058 0.5268
H -0.1386 2.2036 1.9673
H -1.5733 -0.0963 1.7617
H -2.3383 0.7981 0.1765

Summary:
- Gap between HOMO and LUMO: 8.5 eV
- Structure (SMILES): NC(=S)C1(N)CCC1
- LUMO energy: 0.48 eV

=====

Entry ii
The following is a DFT calculation (wB97M-V/def2-TZVPD) of the molecule C5H10N2S.

Element x y z (Å)
C 1.0564 -1.2945 -0.0994
C 0.9022 1.1452 -0.7924
C 0.2219 0.0883 -0.0668
C 0.0123 0.4688 1.3990
C -1.1189 -0.2925 -0.7203
N 2.4226 -1.2041 0.1748
N 3.0685 -0.1912 -0.0531
S 4.5200 0.3266 -0.0014
H 0.6103 -1.9629 0.6386
H 0.9392 -1.7460 -1.0920
H 1.0073 1.0889 -1.8602
H 1.3386 1.9831 -0.2858
H -0.6530 1.3261 1.4699
H 0.9625 0.7329 1.8594
H -0.4276 -0.3522 1.9603
H -1.8086 0.5447 -0.6469
H -1.5648 -1.1466 -0.2154
H -0.9865 -0.5327 -1.7714

Summary:
- Gap between HOMO and LUMO (alpha / beta): 8.1 / 7.1 eV
- LUMO energy (alpha / beta): 0.07 / -0.81 eV

=====

Q: Which of them is the least stable? A: entry i.

=====

Entry i
The following is a DFT calculation (wB97M-V/def2-TZVPD) of the molecule C5H10N2S.

Element x y z (Å)
C 2.9717 -0.1078 -0.0554
C 1.8996 -1.0315 0.7071
C 0.4075 -0.4452 0.4626
C -0.0303 -0.5801 -0.9466
S -1.4343 -0.8493 -1.6016
N 0.2963 1.0205 0.7642
C -0.7316 1.6746 1.1168
N -2.1280 1.2167 1.1919
H 2.7997 -0.0601 -1.1781
H 2.8502 1.0009 0.2078
H 3.9251 -0.5697 0.0915
H 2.0350 -1.0095 1.6953
H 1.9613 -2.1342 0.5011
H -0.2421 -1.0188 1.2023
H 1.0249 -0.3028 -1.4812
H -0.6720 2.6868 1.4034
H -2.8918 1.9344 1.0702
H -2.1217 0.3412 0.7149

Summary:
- Gap between HOMO and LUMO: 8.5 eV
- Structure (SMILES): CC[C@H](C=S)/N=C\N
- LUMO energy: -0.10 eV

=====

Entry ii
The following is a DFT calculation (wB97M-V/def2-TZVPD) of the molecule C5H10N2S.

Element x y z (Å)
H -3.9588 -1.0590 0.6045
N -3.3811 -0.2896 0.2843
C -2.2299 -0.7707 0.0378
N -1.2188 -0.0143 -0.5426
C -1.1503 1.4211 -0.2700
C -0.1195 0.4847 0.3045
C 1.2468 0.3939 -0.2910
C 2.1975 1.4375 0.3443
S 1.9264 -1.3158 -0.0976
H -1.8022 -1.8198 0.1319
H -1.9374 1.7559 0.3536
H -0.8816 1.9672 -1.1370
H -0.2885 0.2987 1.3376
H 1.1630 0.5318 -1.3951
H 2.3167 1.2586 1.4550
H 3.1722 1.2604 -0.0780
H 1.8027 2.4211 0.1480
H 2.1237 -1.2347 1.1954

Summary:
- Gap between HOMO and LUMO: 10.0 eV
- Structure (SMILES): [H]/N=C/N1C[C@@H]1[C@@H](C)S
- LUMO energy: 0.83 eV

=====

Entry iii
The following is a DFT calculation (wB97M-V/def2-TZVPD) of the molecule C5H10N2S.

Element x y z (Å)
N -2.4562 -0.3684 0.0598
C -1.0033 -0.3603 0.1662
C -0.3416 -0.0003 -1.2103
C 1.0255 -0.6483 -1.1626
N 1.8518 -0.0547 -0.1147
C 1.2604 0.4803 1.0951
C -0.2459 0.8828 0.8090
S -0.2298 1.7728 -0.7801
H -2.7881 0.4780 -0.3189
H -2.8667 -0.5689 0.9814
H -0.7658 -1.3433 0.6481
H -0.9692 -0.2348 -2.0252
H 0.8641 -1.7689 -0.9811
H 1.6943 -0.5573 -2.0974
H 2.7315 -0.4470 0.0442
H 1.1288 -0.2768 1.9725
H 1.7951 1.4405 1.3850
H -0.6848 1.5747 1.5289

Summary:
- Gap between HOMO and LUMO: 9.2 eV
- Structure (SMILES): N[C@H]1[C@@H]2CNC[C@H]1S2
- LUMO energy: 0.90 eV

=====

Q: Which of them is the least stable? A: entry i.